[1]
A structure of composition C16H11F2N2O4RuS2 in a non-equilibrium geometry. Source: the OMol25 dataset; level of theory: ωB97M-V/def2-TZVPD.

Properties
- strongest force on any atom (hartree/bohr) = 0.106
- ⟨S²⟩ = 8.866
- HOMO energy (spin up / spin down) (eV) = 1.03 / -2.04
- electronic energy (hartree) = -2117.633878
- lowest unoccupied orbital energy (spin up / spin down) (Eh) = 0.17425 / 0.16966
- HOMO-LUMO gap (spin up / spin down) (Eh) = 0.136 / 0.245
- 2S+1 = 6
- total charge = -2

CARTESIAN COORDINATES (ANGSTROEM)
C (0.267, 2.489, -0.961)
Ru (1.257, 0.047, -0.961)
H (1.822, -1.691, -0.961)
O (3.648, -2.269, -1.513)
C (1.085, -0.079, 1.177)
C (0.635, -0.405, 3.889)
H (-3.535, -3.436, -0.177)
S (1.992, 2.453, -0.961)
O (5.024, -0.568, -2.518)
H (-3.553, 2.555, -0.961)
C (-0.007, -0.872, 1.571)
C (-2.666, -2.805, -0.344)
H (-2.784, -2.890, -2.497)
C (-0.843, -1.480, 0.519)
N (-0.406, 1.312, -0.961)
C (-2.255, -2.506, -1.633)
C (-1.957, -2.289, 0.742)
S (3.669, -0.891, -2.035)
H (-0.775, -1.430, -2.769)
C (-0.368, 3.724, -0.961)
C (-1.752, 1.380, -0.961)
H (0.206, 4.644, -0.961)
C (-1.761, 3.759, -0.961)
H (2.765, 1.143, 1.752)
H (0.455, -0.536, 4.950)
C (-2.471, 2.565, -0.961)
C (-0.204, -1.015, 2.953)
F (-1.215, -1.750, 3.440)
H (-2.277, 4.713, -0.961)
C (1.934, 0.538, 2.095)
H (-2.297, -2.537, 1.741)
N (-0.442, -1.188, -0.748)
C (-1.145, -1.699, -1.783)
O (3.293, 0.047, -0.961)
F (2.504, 0.953, 4.342)
C (1.698, 0.367, 3.449)
O (2.709, -0.773, -3.148)
H (-2.253, 0.419, -0.961)

Partial charges, natural (NBO), in e:
1 C 0.061
2 Ru 1.130
3 H 0.230
4 O -1.039
5 C -0.284
6 C -0.401
7 H 0.177
8 S -0.207
9 O -1.055
10 H 0.205
11 C -0.123
12 C -0.358
13 H 0.193
14 C 0.066
15 N -0.557
16 C -0.331
17 C -0.209
18 S 2.580
19 H 0.195
20 C -0.275
21 C 0.096
22 H 0.217
23 C -0.163
24 H 0.233
25 H 0.208
26 C -0.338
27 C 0.387
28 F -0.349
29 H 0.192
30 C -0.329
31 H 0.213
32 N -0.597
33 C 0.018
34 O -0.975
35 F -0.348
36 C 0.369
37 O -1.053
38 H 0.220

---

[2]
A cluster of 2 separate species, C9H19FN5 in total in a non-equilibrium geometry. Source: the OMol25 dataset; level of theory: ωB97M-V/def2-TZVPD.

Properties
- strongest force on any atom (hartree/bohr) = 0.085
- HOMO energy (spin up / spin down) (eV) = -8.89 / -8.90
- electronic energy (hartree) = -727.513587
- lowest unoccupied orbital energy (spin up / spin down) (Eh) = -0.13840 / -0.13838
- HOMO-LUMO gap (spin up / spin down) (Eh) = 0.188 / 0.189
- total charge = +1

CARTESIAN COORDINATES (ANGSTROEM)
H (0.845, -2.049, -0.988)
C (-2.511, 1.196, -1.285)
H (-2.913, -0.401, -2.737)
N (0.352, 0.857, 1.263)
F (-2.403, 1.152, 0.078)
N (0.949, -1.180, 1.968)
N (-1.320, -0.833, -1.405)
N (1.787, 0.746, 1.550)
C (2.356, 1.868, 2.320)
H (-1.359, -1.811, -1.633)
H (-1.518, 1.993, -2.866)
H (2.612, 1.280, 3.278)
H (-1.116, 2.989, -1.457)
H (3.215, 2.413, 1.858)
H (0.590, 1.418, -2.633)
H (-3.358, 1.811, -1.512)
C (-1.323, 1.948, -1.848)
H (-3.439, -0.708, -1.131)
H (-0.119, -2.767, 2.891)
C (-0.071, -0.453, 1.537)
H (1.744, -2.859, 3.050)
H (1.203, -1.426, -2.531)
H (1.800, -0.550, -1.064)
H (1.574, 2.664, 2.654)
C (0.868, -2.575, 2.419)
C (-0.007, 1.150, -1.670)
H (0.697, 1.547, -0.769)
H (-1.087, -0.577, 1.688)
H (0.740, -3.074, 1.494)
C (1.077, -1.104, -1.542)
N (2.017, -0.563, 2.072)
H (-0.282, 1.517, 1.685)
C (-0.157, -0.256, -1.532)
C (-2.632, -0.218, -1.757)

Partial charges, natural (NBO), in e:
1 H 0.234
2 C 0.184
3 H 0.233
4 N -0.538
5 F -0.358
6 N -0.065
7 N -0.477
8 N -0.191
9 C -0.453
10 H 0.417
11 H 0.218
12 H 0.225
13 H 0.256
14 H 0.224
15 H 0.291
16 H 0.203
17 C -0.428
18 H 0.246
19 H 0.229
20 C -0.057
21 H 0.263
22 H 0.259
23 H 0.269
24 H 0.203
25 C -0.408
26 C -0.572
27 H 0.352
28 H 0.214
29 H 0.211
30 C -0.674
31 N -0.185
32 H 0.367
33 C 0.570
34 C -0.263

---

[3]
A structure of composition C44H62GeMoN5O4PSSe in a non-equilibrium geometry. Source: the OMol25 dataset; level of theory: ωB97M-V/def2-TZVPD.

Properties
- strongest force on any atom (hartree/bohr) = 0.044
- ⟨S²⟩ = 2.049
- HOMO energy (spin up / spin down) (eV) = -7.13 / -7.63
- electronic energy (hartree) = -7574.688856
- lowest unoccupied orbital energy (spin up / spin down) (Eh) = -0.02757 / -0.03402
- HOMO-LUMO gap (spin up / spin down) (Eh) = 0.235 / 0.246
- 2S+1 = 3
- total charge = 0

CARTESIAN COORDINATES (ANGSTROEM)
H (-1.980, -1.481, 2.514)
C (-2.740, 0.868, -3.241)
H (-1.557, 2.260, -5.139)
C (-1.708, -4.909, 2.438)
C (2.860, 1.191, 5.016)
C (-1.311, 0.633, -2.991)
H (0.045, 5.457, 3.264)
C (-3.340, 0.512, -4.452)
H (0.848, 6.035, -1.694)
C (-2.966, -2.702, -0.460)
Mo (0.314, -0.164, -0.579)
C (-0.968, 7.548, 0.844)
C (-1.280, -3.485, 2.104)
H (0.998, 4.231, 2.422)
H (0.820, -3.973, 2.511)
H (2.769, 4.547, 4.712)
H (-1.682, 7.558, 1.662)
H (-4.263, -3.696, 0.986)
H (-2.710, -3.619, -2.428)
C (0.103, -3.916, -2.114)
O (7.012, -1.177, -3.066)
H (-2.409, 4.515, 0.703)
C (0.100, -3.182, 2.692)
C (-3.531, 1.418, -2.230)
H (-1.589, -6.179, -0.093)
H (-5.490, 2.029, -1.631)
H (-2.228, -2.633, 3.835)
C (-4.040, -3.717, -0.077)
H (1.629, 5.863, 2.609)
H (-4.123, -0.906, -0.687)
C (-1.763, 2.397, 2.346)
Ge (-0.071, 5.773, 0.687)
H (3.107, 2.166, 8.245)
H (-2.497, -0.628, -0.062)
H (-1.610, 4.384, -0.874)
H (-1.961, -2.018, -2.232)
C (-4.694, 0.709, -4.640)
C (2.973, 1.098, 6.401)
C (0.359, 2.027, -6.053)
C (4.469, 0.278, -1.552)
H (-3.780, -1.271, 0.992)
H (-3.057, 1.718, -1.303)
O (1.171, 1.519, -0.972)
H (1.399, -4.078, 0.380)
N (2.368, -0.624, -0.764)
H (0.131, 2.714, -6.855)
C (-0.334, 0.857, -4.059)
C (-1.260, -5.725, -1.024)
C (-3.366, -1.296, -0.010)
N (3.099, -1.448, 2.525)
C (-5.471, 1.256, -3.629)
C (2.949, -1.845, -0.808)
H (0.587, -5.570, 0.862)
H (-3.279, -2.680, 2.437)
O (7.018, -1.260, -0.798)
H (1.516, -5.522, -0.622)
H (3.059, 0.125, 6.865)
H (-4.958, -3.468, -0.606)
C (-4.885, 1.607, -2.422)
H (-3.701, -2.169, -2.421)
H (-2.738, 0.072, -5.233)
N (-0.303, -1.783, 0.037)
P (-1.199, -3.068, 0.223)
H (-0.990, -5.647, 2.095)
H (-1.495, 3.199, 3.031)
Se (-0.748, 2.605, 0.678)
C (5.027, -0.993, -1.676)
C (3.004, 2.244, 7.172)
H (-2.833, 2.406, 2.146)
H (0.970, -4.470, -2.469)
C (-2.258, -2.506, 2.753)
O (2.994, 2.805, -1.175)
C (2.439, 1.727, -1.098)
H (-0.656, -3.974, -2.887)
H (0.474, -2.250, 2.267)
S (1.447, 0.558, 2.152)
N (2.958, -0.005, 4.288)
H (5.028, 1.164, -1.813)
C (2.929, 3.487, 6.565)
H (-1.465, 1.440, 2.772)
H (2.313, -2.677, -0.534)
C (-0.380, -4.500, -0.780)
H (3.923, -1.860, 2.940)
C (-0.602, 1.754, -5.100)
C (1.893, 0.554, -4.946)
H (2.983, 4.383, 7.164)
H (-5.155, 0.430, -5.576)
H (0.018, -3.047, 3.768)
H (1.705, 4.749, -0.845)
H (1.131, -0.487, -3.235)
C (-1.450, 4.389, 0.204)
H (-3.765, -4.731, -0.353)
H (2.711, 2.508, 3.336)
H (-1.783, -5.010, 3.521)
C (3.161, 0.416, -1.142)
C (0.728, 5.283, 2.436)
H (-1.489, 7.811, -0.070)
C (1.612, 1.440, -5.975)
C (-2.821, -2.637, -1.982)
H (2.100, 6.435, -0.518)
H (-0.223, 8.313, 1.039)
H (-0.676, -6.465, -1.574)
C (2.588, -0.299, 3.025)
H (0.390, -2.866, -1.997)
C (2.770, 2.437, 4.409)
C (2.808, 3.579, 5.188)
H (4.619, -3.070, -1.284)
C (4.230, -2.064, -1.250)
N (-0.910, 0.237, -1.835)
H (3.413, -0.750, 4.801)
H (-6.532, 1.399, -3.777)
H (2.959, -1.621, 1.540)
H (-2.134, -5.491, -1.624)
C (0.928, 0.253, -4.010)
H (-2.676, -5.152, 2.008)
C (0.851, -4.942, 0.016)
C (1.287, 5.748, -0.742)
H (2.865, 0.091, -4.886)
H (2.370, 1.671, -6.706)
C (6.555, -1.170, -1.946)

Atomic partial charges in e from the natural (NBO) method, atoms 1 to 99:
1 H 0.226
2 C -0.111
3 H 0.221
4 C -0.617
5 C 0.225
6 C 0.241
7 H 0.224
8 C -0.137
9 H 0.226
10 C -0.332
11 Mo 1.396
12 C -1.072
13 C -0.325
14 H 0.241
15 H 0.209
16 H 0.222
17 H 0.224
18 H 0.208
19 H 0.201
20 C -0.621
21 O -0.684
22 H 0.230
23 C -0.631
24 C -0.184
25 H 0.214
26 H 0.215
27 H 0.218
28 C -0.618
29 H 0.229
30 H 0.221
31 C -0.788
32 Ge 1.583
33 H 0.217
34 H 0.237
35 H 0.237
36 H 0.229
37 C -0.235
38 C -0.266
39 C -0.212
40 C -0.217
41 H 0.209
42 H 0.237
43 O -0.718
44 H 0.212
45 N -0.532
46 H 0.216
47 C -0.129
48 C -0.617
49 C -0.624
50 N -0.786
51 C -0.204
52 C -0.017
53 H 0.210
54 H 0.206
55 O -0.708
56 H 0.223
57 H 0.206
58 H 0.222
59 C -0.207
60 H 0.224
61 H 0.216
62 N -1.271
63 P 1.861
64 H 0.208
65 H 0.219
66 Se 0.322
67 C 0.020
68 C -0.194
69 H 0.210
70 H 0.219
71 C -0.611
72 O -0.579
73 C 0.773
74 H 0.220
75 H 0.246
76 S -0.233
77 N -0.602
78 H 0.256
79 C -0.225
80 H 0.230
81 H 0.206
82 C -0.318
83 H 0.396
84 C -0.180
85 C -0.211
86 H 0.216
87 H 0.216
88 H 0.215
89 H 0.271
90 H 0.194
91 C -1.004
92 H 0.211
93 H 0.245
94 H 0.221
95 C 0.105
96 C -1.090
97 H 0.227
98 C -0.191
99 C -0.617

---

[4]
A cluster of 9 separate species, C14H28B2N4O28S3 in total in a non-equilibrium geometry. Source: the OMol25 dataset; level of theory: ωB97M-V/def2-TZVPD.

Properties
- strongest force on any atom (hartree/bohr) = 0.108
- ⟨S²⟩ = 0.754
- HOMO energy (spin up / spin down) (eV) = -7.23 / -11.01
- electronic energy (hartree) = -4120.256297
- lowest unoccupied orbital energy (spin up / spin down) (Eh) = -0.16274 / -0.16630
- HOMO-LUMO gap (spin up / spin down) (Eh) = 0.103 / 0.238
- 2S+1 = 2
- total charge = +1

CARTESIAN COORDINATES (ANGSTROEM)
H (3.386, -4.795, -1.662)
N (-0.380, -0.067, -5.367)
O (-2.409, -3.096, -0.676)
H (1.560, -0.479, 1.395)
O (-2.409, 3.952, 4.376)
H (0.043, 0.823, -5.146)
O (-4.027, -2.694, 0.876)
H (-4.690, -1.203, 1.772)
O (7.517, 0.117, 3.153)
H (-2.366, 5.105, 1.304)
O (-1.595, 3.438, 2.256)
O (-2.752, 0.951, 0.855)
O (3.627, -0.987, 4.881)
O (5.319, 1.407, 2.513)
S (6.981, 1.277, 2.470)
O (-0.660, 1.802, -1.748)
O (-5.318, -4.980, -0.185)
C (-1.290, -3.425, -3.852)
C (5.894, 0.416, 0.413)
O (1.129, -1.419, 4.274)
N (3.204, -4.248, -2.492)
H (-0.616, -1.065, 3.121)
O (-3.485, -4.893, -1.647)
H (-3.494, 3.728, 1.882)
O (-0.865, -2.842, -4.870)
O (-0.966, -0.005, -0.220)
H (-1.359, 0.018, -5.132)
H (6.053, -0.640, 0.635)
O (-2.396, -3.175, -3.166)
H (-5.155, -0.196, 3.024)
H (-3.555, 5.417, 3.949)
O (-0.039, -0.496, -2.480)
C (-4.350, -4.406, -0.751)
H (-1.723, 4.739, -4.158)
O (1.359, 0.521, -0.951)
B (-2.357, -3.952, -1.844)
C (-2.645, 4.385, 2.074)
O (-2.627, 1.481, 3.483)
H (0.532, 0.763, 2.212)
O (-0.375, 2.288, 4.056)
O (1.832, 0.713, 5.604)
O (-1.106, -4.773, -1.941)
H (4.251, 1.820, 0.807)
C (0.457, -1.213, 3.004)
H (-3.219, 5.054, -3.713)
C (-2.661, 5.029, 3.462)
H (-1.816, 5.717, 3.476)
C (2.002, -0.563, -1.342)
O (6.973, 1.038, 0.848)
H (-5.634, 0.114, 1.536)
H (2.314, -4.568, -2.846)
O (3.190, -0.853, -1.012)
H (0.007, -0.875, -4.901)
H (-2.024, 4.523, -2.510)
S (2.279, -0.313, 4.637)
O (0.732, -4.784, -3.317)
S (-1.723, 2.633, 3.615)
H (-0.316, -0.249, -6.358)
C (-3.572, -3.277, -0.094)
N (-2.404, 4.520, -3.445)
N (-4.852, -0.250, 2.062)
H (-2.702, 3.558, -3.525)
H (3.972, 0.125, 1.459)
C (-1.638, 2.036, -0.942)
C (1.118, -1.279, -2.337)
H (-4.010, 0.262, 1.840)
O (1.510, -2.189, -3.088)
H (3.942, -4.517, -3.128)
B (-0.037, 0.479, -1.327)
H (3.026, -3.254, -2.467)
O (7.671, 2.549, 2.658)
O (-2.403, 3.040, -0.919)
O (2.350, 0.281, 3.142)
C (4.671, 0.949, 1.310)
H (0.564, -2.111, 2.395)
C (1.234, -0.059, 2.347)
C (-1.893, 0.908, 0.049)
C (-0.449, -4.415, -3.039)
H (5.660, 0.630, -0.629)

Partial charges, Mulliken, in e:
1 H 0.383
2 N -0.284
3 O -0.102
4 H -0.151
5 O -0.353
6 H 0.364
7 O -0.830
8 H 0.391
9 O -0.534
10 H 0.298
11 O -0.164
12 O -0.755
13 O -0.557
14 O -0.287
15 S 1.055
16 O -0.457
17 O -0.571
18 C 0.796
19 C -0.328
20 O -0.439
21 N -0.249
22 H 0.150
23 O -0.561
24 H 0.206
25 O -0.720
26 O -0.109
27 H 0.351
28 H 0.389
29 O -0.459
30 H 0.432
31 H 0.276
32 O -0.329
33 C 0.433
34 H 0.383
35 O -0.608
36 B 0.992
37 C -0.262
38 O -0.523
39 H -0.277
40 O -0.454
41 O -0.522
42 O -0.460
43 H 0.213
44 C -0.054
45 H 0.379
46 C -0.331
47 H 0.280
48 C 0.238
49 O -0.383
50 H 0.396
51 H 0.337
52 O -0.769
53 H 0.068
54 H 0.301
55 S 1.088
56 O -0.833
57 S 0.983
58 H 0.424
59 C 0.481
60 N -0.394
61 N -0.158
62 H 0.322
63 H 0.035
64 C 0.711
65 C 0.364
66 H 0.341
67 O -0.917
68 H 0.393
69 B 0.877
70 H 0.278
71 O -0.540
72 O -0.810
73 O -0.159
74 C 0.124
75 H 0.270
76 C 0.495
77 C 0.525
78 C 0.600
79 H 0.270

---

[5]
A structure of composition C15H35N3O2PRuS4 in a non-equilibrium geometry. Source: the OMol25 dataset; level of theory: ωB97M-V/def2-TZVPD.

Properties
- strongest force on any atom (hartree/bohr) = 0.044
- ⟨S²⟩ = 0.757
- HOMO energy (spin up / spin down) (eV) = -20.48 / -21.05
- electronic energy (hartree) = -2934.996202
- lowest unoccupied orbital energy (spin up / spin down) (Eh) = -0.44462 / -0.48632
- HOMO-LUMO gap (spin up / spin down) (Eh) = 0.308 / 0.287
- 2S+1 = 2
- total charge = +4

CARTESIAN COORDINATES (ANGSTROEM)
H (1.000, -4.398, 1.891)
H (-1.682, 1.123, 5.354)
C (-1.116, 0.794, 4.484)
H (-0.693, -0.186, 4.702)
H (1.123, -2.212, -4.502)
H (-1.372, -2.271, -4.182)
H (3.000, -2.909, 2.132)
C (-2.079, 0.743, 3.284)
H (3.645, -2.563, -2.499)
H (-1.823, 5.232, -2.054)
H (3.346, 4.509, 0.104)
O (0.381, 1.236, -1.123)
N (2.415, 4.508, -0.321)
H (-3.388, 2.093, 2.176)
C (2.178, 3.291, -1.179)
H (4.079, -0.853, -0.818)
C (-0.867, -3.923, -0.744)
C (3.513, -1.740, -0.532)
C (-1.326, 0.269, 2.110)
H (0.726, -3.290, -3.166)
H (-3.754, 0.071, 4.441)
C (-2.643, 2.138, 2.971)
S (-0.348, -2.882, 0.632)
H (1.690, -4.114, 0.294)
P (0.422, 2.742, -0.981)
C (-0.629, 3.493, -2.321)
H (-0.695, -0.664, -3.961)
H (-1.853, 2.834, 2.684)
H (1.699, 4.507, 0.427)
C (-1.962, -3.165, -1.455)
C (1.214, -3.630, 1.143)
H (-2.830, -1.263, 3.743)
H (-2.633, 3.840, -1.727)
C (2.879, -2.387, -1.740)
H (2.482, 3.487, -2.206)
S (2.325, -1.142, 0.695)
H (-0.305, 1.505, 4.320)
H (-1.072, 2.717, -2.939)
H (2.329, 5.385, -0.841)
H (-0.004, -4.169, -1.360)
S (1.672, -1.215, -2.399)
N (-1.720, 4.295, -1.656)
S (-1.486, -1.493, -1.940)
H (1.522, -2.104, 2.646)
H (-2.309, -3.693, -2.345)
C (2.033, -2.540, 1.784)
H (2.794, 2.483, -0.787)
C (-0.707, -1.676, -3.553)
C (0.683, -2.256, -3.504)
C (-3.216, -0.261, 3.555)
H (-0.048, 4.150, -2.966)
H (-2.826, -3.020, -0.804)
H (4.206, -2.418, -0.030)
Ru (0.247, -0.721, -0.459)
H (-3.922, -0.300, 2.725)
H (2.383, -3.333, -1.534)
H (-1.280, -4.855, -0.349)
H (-1.479, 4.365, -0.647)
O (-0.039, 3.434, 0.262)
H (-3.128, 2.517, 3.870)
N (-0.750, -0.114, 1.192)

Partial charges, natural (NBO), in e:
1 H 0.298
2 H 0.263
3 C -0.591
4 H 0.224
5 H 0.293
6 H 0.296
7 H 0.297
8 C -0.175
9 H 0.292
10 H 0.465
11 H 0.466
12 O -1.103
13 N -0.680
14 H 0.219
15 C -0.611
16 H 0.269
17 C -0.543
18 C -0.557
19 C 0.627
20 H 0.242
21 H 0.263
22 C -0.593
23 S 0.549
24 H 0.241
25 P 2.158
26 C -0.609
27 H 0.262
28 H 0.221
29 H 0.480
30 C -0.558
31 C -0.547
32 H 0.226
33 H 0.457
34 C -0.535
35 H 0.276
36 S 0.517
37 H 0.224
38 H 0.270
39 H 0.457
40 H 0.231
41 S 0.480
42 N -0.684
43 S 0.526
44 H 0.273
45 H 0.295
46 C -0.555
47 H 0.263
48 C -0.554
49 C -0.537
50 C -0.592
51 H 0.269
52 H 0.282
53 H 0.294
54 Ru 0.417
55 H 0.225
56 H 0.231
57 H 0.297
58 H 0.480
59 O -1.135
60 H 0.262
61 N -0.517